Entry a
{"formula": "H30O19S", "method": "ωB97M-V/def2-TZVPD", "orbital_gap_ha": 0.342, "homo_energy_ev": -4.5, "lumo_ev": 4.830, "charge": -2, "symbols": ["S", "O", "O", "O", "O", "O", "H", "H", "O", "H", "H", "O", "H", "H", "O", "H", "H", "O", "H", "H", "O", "H", "H", "O", "H", "H", "O", "H", "H", "O", "H", "H", "O", "H", "H", "O", "H", "H", "O", "H", "H", "O", "H", "H", "O", "H", "H", "O", "H", "H"], "coordinates": [[-0.17, -0.08, -0.26], [1.26, -0.15, -0.39], [-0.70, -1.38, -0.30], [-0.43, 0.51, 1.03], [-0.71, 0.80, -1.26], [0.54, 0.60, 3.27], [0.20, 0.34, 2.43], [0.76, -0.16, 3.88], [3.42, -0.40, 1.11], [4.10, -0.06, 0.49], [2.75, -0.19, 0.44], [-1.36, 2.51, 1.45], [-1.06, 1.65, 1.51], [-0.76, 2.63, 2.33], [-2.32, 0.19, -3.33], [-2.52, -0.69, -3.32], [-1.71, 0.53, -2.56], [0.64, 3.56, 0.03], [0.33, 3.18, -0.89], [-0.17, 3.56, 0.47], [-2.85, 1.84, -1.02], [-2.56, 2.11, -0.16], [-2.08, 1.22, -1.06], [2.84, 1.15, -1.65], [2.36, 0.48, -1.17], [3.04, 1.87, -1.16], [2.20, 2.51, 2.13], [1.93, 1.77, 2.52], [1.55, 2.68, 1.45], [-2.34, -0.07, 2.77], [-2.21, 0.50, 3.47], [-1.75, 0.33, 2.02], [-2.98, -2.37, -1.26], [-2.34, -1.87, -0.90], [-2.71, -3.23, -0.96], [0.76, -3.63, 0.39], [0.13, -2.84, 0.12], [0.37, -4.54, 0.33], [2.78, -1.90, -1.42], [2.21, -1.25, -1.14], [2.14, -2.68, -1.57], [-1.26, -2.66, 2.17], [-1.03, -2.14, 1.45], [-1.83, -1.91, 2.41], [0.36, 2.13, -2.59], [1.24, 2.02, -2.37], [-0.18, 1.68, -1.96], [0.10, -2.51, -2.59], [0.44, -3.41, -2.56], [-0.44, -2.19, -1.81]], "mulliken_charge": [0.365, -0.558, -0.395, -0.647, -0.497, -0.798, 0.517, 0.249, -0.704, 0.381, 0.423, -0.876, 0.439, 0.370, -0.696, 0.255, 0.468, -0.826, 0.492, 0.353, -0.819, 0.506, 0.204, -0.835, 0.347, 0.303, -0.679, 0.390, 0.291, -0.784, 0.322, 0.521, -0.732, 0.290, 0.329, -0.652, 0.312, 0.246, -0.749, 0.911, 0.322, -0.742, 0.124, 0.486, -0.863, 0.417, 0.284, -0.641, 0.285, 0.289]}

Entry b
{"formula": "H30O19S", "method": "ωB97M-V/def2-TZVPD", "orbital_gap_ha": 0.185, "homo_energy_ev": -0.8, "lumo_ev": 4.273, "charge": -2, "symbols": ["S", "O", "O", "O", "O", "O", "H", "H", "O", "H", "H", "O", "H", "H", "O", "H", "H", "O", "H", "H", "O", "H", "H", "O", "H", "H", "O", "H", "H", "O", "H", "H", "O", "H", "H", "O", "H", "H", "O", "H", "H", "O", "H", "H", "O", "H", "H", "O", "H", "H"], "coordinates": [[0.07, -0.28, -0.08], [-1.29, -0.31, -0.48], [0.55, 1.12, 0.00], [0.17, -0.85, 1.31], [0.93, -1.05, -0.97], [2.58, -3.37, 4.69], [3.47, -3.27, 4.35], [2.04, -2.83, 4.12], [1.13, -1.71, -5.60], [0.59, -2.50, -5.52], [1.26, -1.42, -4.70], [0.54, 5.10, 2.56], [1.27, 5.65, 2.30], [0.57, 4.36, 1.95], [3.18, 0.88, 4.90], [3.29, 0.19, 5.56], [2.62, 0.48, 4.23], [-3.12, 0.10, -5.27], [-2.22, 0.34, -5.50], [-3.08, -0.13, -4.34], [-6.93, 1.27, -2.63], [-6.10, 1.03, -3.03], [-6.69, 1.71, -1.81], [1.98, 4.90, -3.19], [1.90, 4.08, -2.70], [2.62, 5.41, -2.69], [-2.62, 4.61, -0.95], [-1.95, 3.98, -0.69], [-2.35, 4.91, -1.82], [-5.51, -2.05, 1.72], [-5.94, -1.47, 2.34], [-4.88, -1.49, 1.27], [4.69, 3.78, 1.31], [4.06, 3.21, 0.85], [4.67, 3.47, 2.21], [-2.17, -4.51, 2.67], [-3.08, -4.33, 2.45], [-1.69, -3.73, 2.38], [4.68, -4.44, 0.74], [5.35, -3.76, 0.64], [3.96, -4.15, 0.18], [5.16, -1.18, -3.10], [4.25, -1.26, -2.82], [5.17, -1.55, -3.99], [-3.15, -4.44, -2.75], [-2.42, -4.05, -2.25], [-3.57, -5.03, -2.12], [-1.59, 1.55, 5.06], [-0.95, 2.21, 4.79], [-1.49, 0.85, 4.41]], "mulliken_charge": [1.077, -0.732, -0.778, -0.806, -0.743, -0.658, 0.309, 0.345, -0.674, 0.316, 0.355, -0.642, 0.299, 0.345, -0.652, 0.306, 0.346, -0.659, 0.315, 0.347, -0.657, 0.330, 0.325, -0.660, 0.352, 0.307, -0.662, 0.356, 0.305, -0.654, 0.305, 0.350, -0.673, 0.349, 0.321, -0.678, 0.311, 0.361, -0.657, 0.312, 0.344, -0.655, 0.344, 0.309, -0.654, 0.350, 0.305, -0.670, 0.317, 0.351]}

Which one sits at the top of the stability order? entry b does.

Entry a
{"formula": "C5H9N4O4", "method": "ωB97M-V/def2-TZVPD", "orbital_gap_ha": 0.250, "smiles": "CCO/C([O-])=C/NN/C=N/[N+](=O)[O-]", "homo_energy_ev": -3.7, "lumo_ev": 3.114, "charge": -1, "symbols": ["C", "C", "O", "C", "O", "C", "N", "N", "C", "N", "N", "O", "O", "H", "H", "H", "H", "H", "H", "H", "H", "H"], "coordinates": [[2.04, 2.52, 1.23], [0.44, 2.49, 1.18], [0.01, 1.41, 1.84], [-0.55, 0.24, 1.07], [-1.33, 0.33, 0.12], [-0.12, -0.92, 1.63], [-0.91, -2.03, 1.39], [-0.25, -2.68, 0.21], [-0.83, -3.51, -0.70], [0.02, -4.28, -1.30], [-0.35, -5.15, -2.23], [-1.55, -5.26, -2.41], [0.49, -5.79, -2.85], [2.35, 1.62, 0.76], [2.50, 3.41, 0.60], [2.48, 2.62, 2.18], [-0.05, 2.61, 0.17], [0.19, 3.35, 1.83], [0.68, -1.07, 2.30], [-1.78, -1.68, 0.98], [0.75, -2.51, 0.28], [-1.91, -3.53, -0.65]], "mulliken_charge": [-1.060, -0.235, -0.336, 0.705, -0.738, -1.003, -0.549, -0.006, 0.066, -0.556, 1.076, -0.652, -0.659, 0.330, 0.277, 0.294, 0.333, 0.199, 0.504, 0.344, 0.342, 0.325]}

Entry b
{"formula": "C5H9N4O4", "method": "ωB97M-V/def2-TZVPD", "orbital_gap_ha": 0.316, "homo_energy_ev": -5.3, "lumo_ev": 3.279, "charge": -1, "symbols": ["C", "C", "C", "C", "C", "N", "N", "N", "N", "O", "O", "O", "O", "H", "H", "H", "H", "H", "H", "H", "H", "H"], "coordinates": [[1.13, -2.15, -0.37], [1.29, -0.94, 0.53], [1.72, 2.43, -0.41], [1.29, 1.36, 0.55], [-1.67, -0.74, -0.07], [-2.70, -0.31, 0.66], [1.23, -2.37, -1.62], [-0.66, -1.31, 0.47], [-3.88, -0.03, 0.14], [-4.24, -0.46, -1.00], [1.48, -1.04, 1.78], [-4.55, 0.76, 0.81], [1.53, 0.18, -0.12], [1.02, -3.12, 0.26], [1.76, 3.37, 0.04], [2.72, 2.23, -0.84], [1.24, 2.44, -1.33], [0.24, 1.45, 0.81], [1.79, 1.55, 1.49], [-1.76, -0.54, -1.22], [1.59, -1.46, -2.01], [-0.59, -1.32, 1.44]], "mulliken_charge": [-0.059, 0.952, -1.412, -0.055, 0.083, -0.550, -0.811, -0.478, 0.924, -0.649, -0.778, -0.639, -0.310, 0.304, 0.432, 0.314, 0.377, 0.248, 0.252, 0.340, 0.275, 0.238]}

Which one sits at the top of the stability order? entry b does.

Entry a
{"formula": "C4H3ClOS", "method": "ωB97M-V/def2-TZVPD", "orbital_gap_ha": 0.306, "homo_energy_ev": -9.2, "lumo_ev": -0.854, "charge": 0, "symbols": ["C", "C", "C", "C", "O", "S", "Cl", "H", "H", "H"], "coordinates": [[0.42, -2.41, -0.44], [1.31, -1.45, -1.09], [2.67, 2.44, -1.30], [0.09, -2.48, 0.83], [3.62, 3.04, -1.16], [2.08, -1.80, -2.42], [1.45, 0.12, -0.37], [-0.02, -3.27, -1.08], [-0.58, -3.29, 1.29], [0.50, -1.87, 1.54]], "mulliken_charge": [-0.035, 0.361, 0.164, -0.657, -0.165, -0.248, -0.146, 0.232, 0.212, 0.284]}

Entry b
{"formula": "C4H3ClOS", "method": "ωB97M-V/def2-TZVPD", "orbital_gap_ha": [0.205, 0.205], "homo_energy_ev": [-8.5, -8.5], "lumo_ev": [-2.933, -2.931], "charge": 0, "symbols": ["C", "C", "C", "C", "O", "S", "Cl", "H", "H", "H"], "coordinates": [[-0.57, 0.79, 0.39], [0.80, 0.57, 0.28], [-1.56, -0.09, -0.11], [1.28, -0.50, -0.45], [-2.71, 0.14, -0.39], [-1.20, -1.84, 0.17], [2.84, -0.93, -0.08], [-1.08, 1.77, 0.61], [1.53, 1.33, 0.55], [0.66, -1.24, -0.97]], "mulliken_charge": [-0.220, -0.028, 0.306, -0.150, -0.515, -0.282, -0.094, 0.312, 0.339, 0.332]}

Which one sits at the top of the stability order? entry a does.

Entry a
{"formula": "C3H8N2OS", "method": "ωB97M-V/def2-TZVPD", "orbital_gap_ha": [0.283, 0.273], "multiplicity": 3, "homo_energy_ev": [-6.9, -8.5], "lumo_ev": [0.835, -1.039], "charge": 0, "symbols": ["C", "C", "C", "N", "N", "O", "S", "H", "H", "H", "H", "H", "H", "H", "H"], "coordinates": [[-1.67, -0.89, -0.85], [-1.32, -0.76, 0.65], [-0.35, -0.94, -1.60], [3.01, 1.70, 1.51], [2.41, 2.75, 1.32], [0.07, -0.56, 0.80], [0.70, 0.13, -0.57], [-2.27, -1.79, -1.04], [-2.25, -0.02, -1.16], [-1.87, 0.08, 1.10], [-1.54, -1.67, 1.21], [0.08, -1.94, -1.62], [-0.41, -0.53, -2.61], [3.04, 1.15, 0.64], [2.37, 3.29, 2.21]], "mulliken_charge": [-0.531, -0.221, -0.570, -0.229, -0.222, -0.323, -0.048, 0.316, 0.254, 0.206, 0.251, 0.283, 0.368, 0.230, 0.235]}

Entry b
{"formula": "C3H8N2OS", "method": "ωB97M-V/def2-TZVPD", "orbital_gap_ha": [0.247, 0.290], "multiplicity": 3, "homo_energy_ev": [-6.1, -8.7], "lumo_ev": [0.671, -0.766], "charge": 0, "symbols": ["C", "C", "C", "N", "N", "O", "S", "H", "H", "H", "H", "H", "H", "H", "H"], "coordinates": [[2.97, -0.73, -0.69], [-1.04, 1.15, -0.54], [-2.68, 0.10, 0.76], [1.86, -0.26, -0.06], [0.82, -0.88, 0.35], [-2.01, 1.27, 0.34], [-0.01, 2.35, -0.71], [3.11, -1.82, -0.53], [3.78, -0.09, -0.82], [-1.03, 0.19, -1.10], [-3.68, 0.48, 0.96], [-2.08, -0.18, 1.70], [-2.76, -0.45, -0.17], [1.79, 0.75, 0.14], [0.93, -1.87, 0.36]], "mulliken_charge": [-0.511, 0.086, -0.576, 0.268, -0.647, -0.273, -0.365, 0.223, 0.310, 0.282, 0.269, 0.218, 0.347, 0.191, 0.178]}

Which one sits at the top of the stability order? entry a does.